17
Properties=species:S:1:pos:R:3:mulliken_charge:R:1 method="wB97M-V/def2-TZVPD" de_lowest_ev=13.254 homo_ha=-0.2711
C -0.270 1.732 0.772 -0.843
C 0.371 0.835 -0.263 0.090
C 2.291 -0.353 -0.288 -0.140
C -0.032 -0.596 -0.105 0.549
H -0.740 1.108 1.874 0.224
H 0.424 2.552 0.870 0.396
H -1.175 2.226 -0.213 0.191
H 0.257 1.239 -1.360 0.312
H 3.320 -0.840 -0.288 0.346
H 0.126 -2.992 -0.145 0.390
H -2.066 1.005 -0.745 0.122
H -3.072 -1.257 0.444 0.273
N 2.016 0.865 -0.420 -0.651
N 1.135 -1.205 -0.020 0.227
N -1.277 -1.120 -0.068 -0.152
N -2.380 -0.736 -0.515 -0.792
O 1.074 -2.463 0.470 -0.542

13
Properties=species:S:1:pos:R:3:mulliken_charge:R:1 method="wB97M-V/def2-TZVPD" de_lowest_ev=4.225 homo_ha=-0.2699
C 2.124 -0.228 0.131 -1.007
N -0.535 -0.965 -0.221 -0.526
C -1.407 0.020 -0.030 0.622
C 0.895 0.418 -0.311 0.751
C -0.881 1.298 0.001 -0.742
O -2.753 -0.148 0.161 -0.496
N 0.427 1.497 -0.656 -0.394
H -2.913 -1.064 0.417 0.329
H -0.898 -1.776 -0.719 0.168
H -1.310 2.167 0.466 0.390
H 2.353 -1.061 -0.534 0.285
H 2.945 0.489 0.170 0.338
H 1.953 -0.647 1.125 0.282

12
Properties=species:S:1:pos:R:3:mulliken_charge:R:1 method="wB97M-V/def2-TZVPD" de_lowest_ev=3.900 homo_ha=-0.3173
C -1.558 -0.319 -0.299 -0.868
N -0.216 -0.188 0.292 0.031
C 0.891 -1.173 -0.195 -0.619
C 1.919 -0.284 -0.208 -0.238
N 1.625 1.082 0.059 -0.492
C 0.388 1.140 0.340 0.025
H -1.514 -0.004 -1.342 0.323
H -1.833 -1.372 -0.252 0.360
H -2.275 0.299 0.249 0.327
H -0.185 -0.667 1.201 0.397
H 2.945 -0.537 -0.438 0.399
H -0.188 2.024 0.593 0.354

152
Properties=species:S:1:pos:R:3:mulliken_charge:R:1 method="wB97M-V/def2-TZVPD" smiles="CCCCCCCCCc1c(CCCOC)c(CCCOC(C)=O)cc2c1C(=O)N(C[C@@H](C)I)C2=O.CCCC#N.CCCC#N.CCCC#N.CCCC#N.CCCC#N.CCCC#N" homo_ha=-0.3354
C -0.006 7.179 -1.021 -1.202
C -0.489 6.223 -2.126 -0.291
C 0.350 4.947 -2.295 -1.161
C 0.684 4.159 -1.020 -0.059
C -0.415 4.062 0.029 -1.195
C -1.778 3.623 -0.515 -0.212
C -2.957 4.398 0.086 -0.008
C -3.208 4.051 1.567 -1.335
C -4.637 3.602 1.949 -2.125
C -5.425 2.863 0.892 0.755
C -5.489 1.446 0.739 1.096
C -4.752 0.570 1.725 -2.637
C -3.215 0.602 1.635 1.291
C -2.586 -0.473 0.731 -0.322
O -1.427 -1.021 1.355 -0.431
C -0.277 -0.264 1.020 -0.723
C -6.293 0.895 -0.287 0.738
C -6.416 -0.592 -0.558 -1.060
C -6.270 -0.964 -2.042 -0.910
C -4.941 -1.615 -2.376 -0.870
O -3.830 -0.768 -2.073 -0.072
C -3.577 0.189 -3.012 0.783
C -2.560 -0.148 -4.049 -1.221
O -4.113 1.256 -2.968 -0.503
C -7.061 1.726 -1.129 -0.790
C -7.010 3.095 -0.967 0.169
C -6.212 3.633 0.018 0.488
C -6.377 5.114 -0.064 -0.082
O -5.749 5.982 0.459 -0.605
N -7.448 5.384 -0.980 0.357
C -8.576 6.047 -0.306 -0.839
C -9.648 6.638 -1.239 -0.503
C -9.149 7.037 -2.628 -1.183
I -11.356 5.334 -1.371 0.023
C -7.707 4.179 -1.699 -0.179
O -8.300 4.077 -2.727 -0.532
H -0.686 7.139 -0.173 0.257
H 0.019 8.201 -1.377 0.360
H 0.969 6.881 -0.646 0.275
H -0.417 6.759 -3.071 0.609
H -1.537 5.961 -2.017 0.065
H 1.284 5.246 -2.773 0.563
H -0.151 4.304 -3.017 0.286
H 1.553 4.641 -0.568 0.272
H 1.022 3.169 -1.327 -0.140
H -0.089 3.316 0.757 0.490
H -0.505 4.988 0.590 0.494
H -1.931 2.559 -0.333 -0.457
H -1.835 3.744 -1.594 0.749
H -2.701 5.454 0.018 0.420
H -3.821 4.260 -0.554 0.120
H -2.990 4.937 2.159 0.668
H -2.464 3.326 1.876 0.823
H -4.553 2.954 2.822 0.414
H -5.205 4.459 2.284 0.654
H -5.086 -0.460 1.699 0.747
H -5.026 0.930 2.716 0.683
H -2.817 0.458 2.635 0.610
H -2.942 1.566 1.238 -1.370
H -2.296 -0.013 -0.210 0.173
H -3.288 -1.281 0.553 0.086
H 0.548 -0.578 1.650 0.303
H -0.441 0.803 1.205 0.181
H -0.032 -0.389 -0.035 0.350
H -7.392 -0.926 -0.209 0.546
H -5.689 -1.168 0.003 0.099
H -6.375 -0.106 -2.699 0.624
H -7.034 -1.682 -2.341 0.284
H -4.824 -2.534 -1.809 0.360
H -4.944 -1.861 -3.441 0.458
H -3.003 -0.061 -5.036 0.403
H -2.186 -1.162 -3.939 0.332
H -1.717 0.528 -3.960 0.180
H -7.703 1.309 -1.892 0.735
H -8.185 6.857 0.299 0.463
H -9.046 5.328 0.368 0.358
H -10.023 7.531 -0.757 0.630
H -8.077 7.199 -2.633 0.319
H -9.394 6.280 -3.362 0.297
H -9.660 7.943 -2.941 0.374
C 2.592 1.583 -5.377 -1.316
C 3.237 1.712 -4.002 -0.112
C 2.833 0.582 -3.046 -0.272
C 1.388 0.598 -2.830 0.120
N 0.259 0.678 -2.643 -0.261
H 1.504 1.642 -5.316 0.300
H 2.926 2.387 -6.032 0.386
H 2.856 0.634 -5.847 0.330
H 2.962 2.674 -3.562 0.063
H 4.322 1.709 -4.106 0.360
H 3.333 0.711 -2.085 0.033
H 3.123 -0.389 -3.448 0.452
C -0.587 -5.710 3.251 -0.987
C -0.834 -4.350 3.890 -0.691
C -0.114 -3.209 3.162 0.208
C 1.336 -3.411 3.168 0.219
N 2.471 -3.574 3.172 -0.497
H 0.471 -5.977 3.286 0.312
H -1.139 -6.487 3.778 0.273
H -0.906 -5.716 2.206 0.291
H -0.512 -4.378 4.933 0.320
H -1.904 -4.137 3.892 0.356
H -0.330 -2.254 3.639 0.215
H -0.450 -3.140 2.128 0.028
C 4.522 1.377 1.996 -0.785
C 4.706 2.855 1.670 -0.646
C 4.360 3.189 0.214 0.460
C 5.217 2.454 -0.717 0.184
N 5.894 1.876 -1.441 -0.501
H 5.187 0.751 1.398 0.131
H 4.747 1.184 3.044 0.378
H 3.495 1.057 1.808 0.140
H 5.738 3.149 1.873 0.307
H 4.069 3.454 2.322 0.359
H 4.484 4.255 0.021 0.401
H 3.320 2.931 0.002 -0.393
C 2.293 -9.082 4.136 -1.129
C 1.534 -10.403 4.067 -0.409
C 0.087 -10.232 3.588 -0.353
C -0.670 -9.368 4.492 0.256
N -1.241 -8.670 5.199 -0.485
H 1.838 -8.399 4.854 0.335
H 3.323 -9.249 4.450 0.347
H 2.314 -8.588 3.163 0.292
H 1.536 -10.877 5.050 0.292
H 2.046 -11.082 3.383 0.301
H -0.417 -11.197 3.534 0.294
H 0.067 -9.788 2.591 0.275
C 8.191 -0.648 -1.525 -0.947
C 7.851 -1.755 -0.533 -0.278
C 9.083 -2.555 -0.092 -0.229
C 9.726 -3.206 -1.236 0.254
N 10.209 -3.719 -2.140 -0.511
H 8.611 -1.060 -2.445 0.360
H 7.303 -0.080 -1.793 0.174
H 8.918 0.048 -1.101 0.289
H 7.119 -2.432 -0.976 0.304
H 7.386 -1.320 0.354 0.170
H 8.805 -3.325 0.630 0.094
H 9.813 -1.898 0.383 0.331
C 11.143 -6.178 1.153 -1.057
C 10.315 -7.455 1.125 -0.426
C 8.896 -7.204 0.600 -0.357
C 8.190 -6.233 1.435 0.237
N 7.663 -5.451 2.086 -0.465
H 10.709 -5.443 1.832 0.321
H 12.159 -6.377 1.493 0.340
H 11.199 -5.735 0.157 0.251
H 10.268 -7.883 2.129 0.295
H 10.796 -8.196 0.485 0.302
H 8.321 -8.130 0.580 0.294
H 8.935 -6.811 -0.418 0.277

76
Properties=species:S:1:pos:R:3:mulliken_charge:R:1 method="wB97M-V/def2-TZVPD" total_charge=+1 homo_ha=-0.4626
O 2.768 -1.317 1.316 -0.498
C 1.441 -1.491 1.213 0.383
C 0.562 -0.460 1.248 -0.845
N -0.678 -1.074 1.159 0.249
C -0.552 -2.374 1.039 -0.504
N 0.738 -2.666 1.077 0.192
H 3.255 -1.902 0.719 0.330
H 0.782 0.585 1.329 0.659
H -1.561 -0.581 1.175 0.292
H -1.340 -3.103 0.922 0.609
H 1.115 -3.608 1.022 0.184
C 3.793 -7.582 2.535 -1.429
C 2.421 -7.608 1.909 0.518
C 2.423 -7.842 0.424 -0.516
O 1.162 -7.263 0.044 -0.298
C 0.922 -6.269 0.914 0.646
O 0.077 -5.429 0.765 -0.624
O 1.753 -6.328 1.978 -0.317
H 3.719 -7.479 3.617 0.365
H 4.330 -8.506 2.317 0.381
H 4.379 -6.736 2.173 0.351
H 1.792 -8.338 2.424 0.270
H 2.474 -8.895 0.158 0.329
H 3.217 -7.300 -0.095 0.302
C -2.976 -2.581 4.468 -1.317
C -4.340 -2.648 3.826 0.415
C -4.313 -2.892 2.341 0.028
O -5.570 -2.363 1.931 -0.367
C -5.864 -1.350 2.802 0.580
O -6.713 -0.545 2.633 -0.488
O -5.033 -1.395 3.884 -0.369
H -3.065 -2.475 5.549 0.352
H -2.409 -3.491 4.262 0.371
H -2.410 -1.718 4.110 0.301
H -4.954 -3.396 4.336 0.245
H -4.225 -3.947 2.087 0.358
H -3.524 -2.328 1.827 -0.137
C 4.564 2.548 1.646 -1.436
C 4.043 3.020 0.310 0.529
C 3.327 1.959 -0.481 0.485
O 3.459 2.457 -1.816 -0.341
C 4.632 3.153 -1.855 0.597
O 5.168 3.511 -2.849 -0.530
O 5.100 3.375 -0.594 -0.372
H 5.007 3.377 2.199 0.362
H 3.755 2.131 2.247 0.361
H 5.343 1.794 1.523 0.360
H 3.412 3.904 0.448 0.270
H 2.278 1.851 -0.205 -0.289
H 3.821 0.984 -0.429 0.174
C -2.147 1.310 -4.270 -1.448
C -1.999 1.141 -2.779 0.472
C -2.561 2.275 -1.974 0.050
O -1.812 2.153 -0.745 -0.339
C -0.612 1.642 -1.090 0.700
O 0.343 1.620 -0.363 -0.784
O -0.619 1.164 -2.349 -0.356
H -1.783 0.425 -4.794 0.393
H -3.193 1.458 -4.536 0.400
H -1.564 2.158 -4.632 0.291
H -2.428 0.182 -2.470 0.251
H -3.630 2.181 -1.799 0.390
H -2.350 3.254 -2.405 -0.119
C -0.043 8.250 -2.897 -1.460
C -1.142 7.220 -2.810 0.461
C -0.671 5.802 -2.990 -0.486
O -1.875 5.152 -3.425 -0.281
C -2.596 6.097 -4.105 0.527
O -3.529 5.855 -4.792 -0.518
O -2.088 7.336 -3.885 -0.351
H -0.434 9.246 -2.688 0.363
H 0.743 8.034 -2.173 0.376
H 0.392 8.282 -3.897 0.368
H -1.690 7.339 -1.870 0.259
H -0.293 5.362 -2.069 0.389
H 0.079 5.693 -3.777 0.282

106
Properties=species:S:1:pos:R:3:mulliken_charge:R:1 method="wB97M-V/def2-TZVPD" total_charge=-2 de_lowest_ev=2.072 homo_ha=0.0052
Sn -0.106 0.301 -0.781 0.547
C 2.057 1.601 3.078 0.325
C 0.965 0.539 2.885 0.697
C 1.237 -0.812 2.732 -0.282
C 0.214 -1.751 2.536 0.335
C 0.549 -3.220 2.460 -1.445
C -1.090 -1.298 2.403 -0.403
C -1.402 0.059 2.538 0.356
C -2.824 0.530 2.358 -0.876
C -0.379 0.948 2.829 -0.651
H 1.931 2.030 4.078 0.677
H 0.806 3.105 2.234 0.429
H 3.752 0.898 1.946 0.010
H 2.257 -1.187 2.708 -0.003
H 1.088 -3.531 3.365 0.545
H 1.190 -3.435 1.599 -0.034
H -0.349 -3.830 2.354 0.597
H -1.882 -2.005 2.171 0.270
H -3.455 0.196 3.189 0.380
H -3.254 0.125 1.436 -0.234
H -2.882 1.620 2.303 0.355
H -0.639 1.996 2.977 0.689
I -2.307 0.911 -3.465 0.061
C -3.523 1.308 -1.795 0.274
C -3.743 2.664 -1.615 -0.790
C -4.623 3.073 -0.603 -0.593
C -5.282 2.140 0.155 -1.141
C -5.065 0.740 -0.012 0.724
C -5.797 -0.188 0.755 -0.981
C -5.599 -1.568 0.538 -0.614
C -4.645 -2.049 -0.310 -1.035
C -3.720 -1.155 -1.024 2.232
C -4.081 0.300 -0.990 0.107
H -3.245 3.387 -2.247 0.391
H -4.800 4.134 -0.446 0.503
H -6.001 2.451 0.908 0.276
H -6.519 0.174 1.480 0.256
H -6.219 -2.277 1.083 0.340
H -4.484 -3.115 -0.416 0.373
O 1.174 0.991 -3.603 -0.651
C 1.397 1.082 -2.416 -0.825
C 2.789 1.617 -2.032 0.805
C 3.833 1.507 -2.942 -0.788
C 5.121 1.894 -2.603 -0.802
C 5.368 2.414 -1.342 -0.661
C 4.327 2.555 -0.431 -0.967
C 3.030 2.165 -0.770 0.869
P 1.555 2.125 0.322 0.823
C 0.567 3.554 -0.317 1.000
C -0.725 3.722 0.199 0.091
C -1.542 4.751 -0.249 -0.636
C -1.093 5.609 -1.248 -0.628
C 0.169 5.427 -1.793 -0.735
C 0.998 4.410 -1.329 -0.737
C 1.824 2.762 2.079 0.271
C 3.491 1.041 2.997 -0.399
C 4.516 1.906 3.677 -0.699
C 4.633 3.229 3.610 -0.566
C 3.805 4.188 2.854 -0.556
C 2.671 3.988 2.190 -0.978
H 3.609 1.076 -3.912 0.483
H 5.935 1.773 -3.310 0.315
H 6.374 2.702 -1.058 0.399
H 4.535 2.958 0.548 0.170
H -1.113 3.003 0.920 -0.405
H -2.539 4.859 0.160 0.476
H -1.737 6.400 -1.616 0.364
H 0.506 6.067 -2.602 0.386
H 1.984 4.286 -1.758 0.380
H 3.535 0.057 3.447 0.631
H 5.231 1.385 4.305 0.375
H 5.451 3.670 4.168 0.322
H 4.196 5.200 2.815 0.343
H 2.259 4.850 1.665 0.299
C -1.690 -2.726 -4.202 -1.625
C -1.444 -3.515 -2.914 1.992
C -2.479 -4.655 -2.872 -1.796
C -0.042 -4.120 -3.014 -1.929
C -1.661 -2.609 -1.661 -0.021
C -2.656 -1.734 -1.600 -1.545
H -1.622 -3.406 -5.066 0.453
H -0.940 -1.936 -4.323 0.201
H -2.680 -2.261 -4.198 0.268
H -2.387 -5.284 -3.774 0.476
H -3.490 -4.236 -2.838 0.245
H -2.329 -5.279 -1.990 0.336
H 0.041 -4.667 -3.965 0.563
H 0.167 -4.818 -2.199 0.329
H 0.728 -3.341 -2.999 0.195
C -0.529 -5.182 0.600 -0.606
C -1.373 -4.143 0.358 -0.624
C -0.906 -2.852 -0.300 2.978
C 0.631 -2.733 -0.294 -0.371
C 1.213 -1.472 -0.474 0.791
C 2.616 -1.334 -0.418 -0.236
C 3.426 -2.457 -0.211 -0.909
C 2.862 -3.701 -0.012 -1.092
C 1.453 -3.884 0.003 1.584
C 0.876 -5.124 0.375 -1.204
H -0.947 -6.099 1.011 0.204
H -2.433 -4.215 0.599 -0.099
H -1.289 -2.004 0.285 -1.849
H 3.098 -0.371 -0.520 0.221
H 4.510 -2.339 -0.188 0.292
H 3.492 -4.565 0.181 0.230
H 1.520 -5.971 0.600 0.110

Molar mass readings, ordered: 128.13 98.10 82.11 1028.22 595.53 989.57 g/mol
Strongest force on any atom readings, ordered: 8.92 2.67 0.64 0.98 1.27 1.86 eV Å⁻¹